# 1
Formula: C32H45F11HgN7OSi
Source: OMol25
Level of theory: ωB97M-V/def2-TZVPD

Structure (XYZ):
```
98
Properties=species:S:1:pos:R:3:forces:R:3
Hg 0.499593 0.163747 -0.715821 -0.1215 0.0113 -0.1455
N 2.498332 2.522201 -0.912042 0.0294 -0.0450 -0.0241
C 2.214261 3.575119 0.041778 -0.0067 0.0506 0.0428
C 2.201411 3.044524 1.480206 -0.0748 0.0245 0.0083
N 1.159337 2.106107 1.775318 -0.0707 0.1048 -0.1547
C -0.028295 2.584712 2.420925 0.0187 0.0333 -0.0586
C -1.100528 3.148554 1.479631 0.0031 0.0377 0.0668
N -1.566756 2.155130 0.547079 -0.0143 -0.0480 0.0127
H 2.329508 2.790595 -1.870692 0.0052 -0.0045 -0.0114
H 3.427725 2.133420 -0.824170 0.0020 0.0004 0.0069
H 2.929548 4.416485 0.001958 -0.0099 0.0045 -0.0075
H 1.228798 3.977720 -0.201962 0.0008 -0.0079 0.0090
H 3.169321 2.567147 1.675728 0.0201 -0.0273 -0.0116
H 2.146437 3.920952 2.152590 0.0124 0.0132 0.0067
H 1.493652 1.222736 2.144645 0.0384 0.0034 0.1116
H -0.463968 1.748876 2.978835 -0.0160 -0.0193 -0.0173
H 0.201200 3.371499 3.167085 -0.0101 -0.0001 0.0208
H -1.892088 3.587161 2.116395 -0.0022 0.0079 -0.0065
H -0.672777 3.978941 0.910079 0.0040 -0.0035 0.0017
H -2.098656 1.401658 0.962932 -0.0092 -0.0038 -0.0060
H -2.061857 2.508246 -0.258714 0.0155 0.0125 -0.0008
F -1.250038 -2.928129 -4.989790 0.0533 0.0029 0.0161
C -0.213011 -2.726373 -4.127085 0.0238 -0.0078 0.0521
C -0.383241 -1.921240 -3.020703 -0.0707 -0.0112 -0.1134
C 0.672102 -1.730390 -2.130134 -0.0725 0.1533 0.0276
C 1.898040 -2.365836 -2.378273 -0.0177 -0.1084 -0.0118
C 2.018838 -3.142081 -3.523387 -0.0101 -0.0455 -0.0526
F 3.211253 -3.744939 -3.837117 -0.0295 0.0339 0.0204
C 0.988197 -3.345623 -4.420183 0.0021 0.0280 0.0254
C 3.006574 -2.242925 -1.394381 0.1323 0.0218 0.1077
C 3.828252 -3.322582 -1.060227 -0.0492 -0.0103 -0.0156
C 4.769218 -3.167700 -0.058786 0.0292 0.0003 0.0267
C 4.866327 -1.954419 0.602037 0.0117 0.0074 -0.0390
C 4.011965 -0.936645 0.206865 0.0306 -0.0128 -0.0102
N 3.131186 -1.066217 -0.776932 0.0423 -0.0201 -0.0480
H -1.326330 -1.400473 -2.890555 0.0001 0.0158 0.0050
H 1.124501 -3.946455 -5.307226 0.0020 -0.0091 -0.0116
H 3.707268 -4.273735 -1.559349 -0.0112 0.0217 -0.0183
H 5.401130 -4.001498 0.225060 0.0068 -0.0044 0.0064
H 5.549328 -1.805917 1.426371 0.0000 -0.0031 -0.0121
H 4.011226 0.016934 0.723420 0.0072 0.0009 0.0132
C -1.241708 1.916224 -5.836669 0.0227 0.0242 0.0481
Si -0.482825 2.006638 -4.090237 0.0099 0.0419 0.0316
C -0.100591 3.862512 -3.802376 -0.0091 -0.0556 -0.0464
C 1.186226 1.139531 -4.236793 -0.0613 0.0524 -0.0148
N -1.383218 1.301731 -2.868257 0.1013 -0.1130 -0.1244
C -2.686823 1.315957 -2.585454 -0.0079 0.0251 0.0403
C -3.213262 0.450825 -1.576638 -0.0143 -0.0183 0.0265
C -4.548844 0.434578 -1.234628 0.0025 -0.0076 0.0085
C -5.474505 1.269170 -1.864195 -0.0097 0.0118 -0.0102
C -4.997407 2.133058 -2.846057 -0.0349 -0.0044 0.0020
C -3.659355 2.165480 -3.196202 0.0049 0.0320 -0.0120
H -0.479050 2.114566 -6.596839 0.0138 0.0120 -0.0097
H -2.050034 2.637655 -5.976738 -0.0289 0.0062 0.0042
H -1.648634 0.918634 -6.016500 -0.0066 -0.0358 -0.0038
H -0.192425 4.447748 -4.723024 0.0184 0.0029 -0.0139
H 0.912949 4.013679 -3.420044 0.0165 -0.0048 0.0399
H -0.794154 4.277479 -3.068006 -0.0358 0.0085 0.0133
H 1.872382 1.705265 -4.876215 0.0078 0.0120 -0.0188
H 1.070830 0.138515 -4.659360 -0.0141 -0.0244 -0.0059
H 1.646777 1.013756 -3.254244 0.0290 0.0057 0.0249
H -2.508554 -0.186174 -1.051396 0.0045 -0.0020 -0.0026
H -4.878045 -0.239234 -0.447920 -0.0041 -0.0033 -0.0009
H -6.522885 1.251791 -1.592452 -0.0111 0.0037 0.0040
H -5.687075 2.805118 -3.350299 -0.0050 0.0019 0.0001
H -3.324808 2.863794 -3.956742 0.0032 0.0017 -0.0113
C -2.407459 -2.695290 3.750403 -0.0081 0.0125 -0.0251
C -3.082762 -1.948479 2.595212 -0.0047 -0.0069 -0.0097
C -3.546539 -2.933142 1.525197 -0.0018 -0.0031 0.0374
C -4.274027 -1.152826 3.118919 -0.0102 -0.0035 -0.0225
N -2.202416 -0.954400 1.955207 0.0574 -0.0213 0.0865
N -0.989928 -1.421120 1.403881 -0.0378 -0.0048 0.0340
H -3.086666 -3.434131 4.182638 -0.0260 -0.0131 0.0048
H -2.107766 -2.000592 4.537709 -0.0088 -0.0060 -0.0089
H -1.515130 -3.225922 3.413880 0.0084 0.0018 -0.0050
H -4.333609 -3.580381 1.919189 0.0058 -0.0126 0.0074
H -2.724041 -3.568160 1.192353 0.0068 0.0092 -0.0097
H -3.933128 -2.391323 0.660915 -0.0160 0.0135 -0.0184
H -5.013724 -1.814966 3.572808 -0.0158 -0.0132 0.0189
H -4.740862 -0.599839 2.302367 -0.0075 -0.0057 0.0050
H -3.952128 -0.435315 3.878470 0.0054 0.0169 0.0010
H -1.949248 -0.250875 2.642999 0.0036 0.0100 -0.0553
H -1.148821 -1.893752 0.524507 -0.0221 0.0532 0.0073
H -0.435795 -1.993121 2.031564 0.0089 0.0010 -0.0294
F 3.921390 0.646774 5.049175 0.0294 -0.0538 -0.0567
C 3.904968 -0.578285 4.485575 0.0875 0.0115 0.1447
F 4.356874 -1.439153 5.435213 -0.0003 0.0699 -0.0818
F 4.827068 -0.569148 3.513426 -0.0619 0.0388 0.0614
C 2.475522 -0.910284 3.916286 -0.0390 0.0504 0.0834
O 2.226289 -0.257148 2.819664 0.1918 -0.3068 -0.0484
C 2.414180 -2.476413 3.728046 0.0173 -0.1672 0.0764
F 2.295313 -3.171940 4.892235 0.0228 0.0460 -0.1418
F 1.372277 -2.840851 2.968346 0.1510 0.0362 0.0170
F 3.524891 -2.940375 3.122864 -0.1635 0.0386 0.0657
C 1.433068 -0.549240 5.040061 0.0017 0.0208 0.1415
F 0.255054 -1.165766 4.801010 0.0173 0.0944 0.0422
F 1.187303 0.765463 5.063189 -0.0066 -0.1387 0.0080
F 1.797907 -0.897584 6.302564 -0.0718 0.0613 -0.1096
```
Positions in Å, forces in eV/Å.

The highest occupied orbital energy (spin up / spin down) is 0.004 / -0.050 hartree. Its molecular weight is 981.4 g mol⁻¹. The LUMO energy (spin up / spin down) comes out at 4.4 / 4.4 eV. Its spin multiplicity is 2. The relative energy (zero: lowest compared OMol25 entry of this formula, charge and spin) comes out at 0.5989 eV. The net charge is -2.

# 2
Formula: C6H14N2O2
Source: OMol25
Level of theory: ωB97M-V/def2-TZVPD

Structure (XYZ):
```
24
Properties=species:S:1:pos:R:3:forces:R:3
N -2.852081 1.351302 0.101769 0.8415 0.1341 1.0151
C -2.804008 0.215281 -0.806228 -0.1966 0.0156 -0.5594
C -2.471578 -1.153405 -0.191593 0.4538 -0.0524 -0.6403
C -1.190125 -1.161718 0.632781 0.3943 0.1066 -0.3990
C 0.092328 -0.862031 -0.164879 0.4337 -0.8547 -0.7606
C 1.066680 0.066436 0.570906 -0.5233 -0.0250 0.1861
N 0.458377 1.380058 0.702060 0.1207 0.2503 -0.4974
C 2.397801 0.116263 -0.156670 0.3033 0.2898 -0.2627
O 2.773733 1.069461 -0.783053 -0.1036 -0.2775 0.1387
O 3.160595 -0.996788 -0.097476 -0.0816 -0.1705 0.1728
H -3.460087 1.146558 0.897504 0.0298 0.0624 -0.3200
H -1.913801 1.524750 0.529391 -0.9121 -0.2280 -0.6164
H -3.772694 0.160582 -1.336455 0.2825 -0.1110 0.3035
H -2.092315 0.462032 -1.606211 0.0054 -0.0616 0.2212
H -2.382331 -1.907163 -0.999076 -0.1480 0.2968 0.2485
H -3.289293 -1.462929 0.441641 -0.3820 -0.1526 0.2555
H -1.269371 -0.429584 1.413940 -0.1137 0.5491 0.4117
H -1.083565 -2.104303 1.151020 0.0241 -0.4360 0.0491
H 0.628975 -1.810843 -0.445568 -0.5386 0.6822 0.2984
H -0.131488 -0.392498 -1.136464 -0.0560 -0.0339 0.2860
H 1.212649 -0.346750 1.572828 0.1579 0.0258 0.0955
H 0.974571 1.939861 1.369660 0.0201 0.0336 0.0233
H 0.577863 1.860107 -0.201185 -0.0954 -0.1766 0.4839
H 2.735599 -1.665684 0.460502 0.0835 0.1336 -0.1333
```
Positions in Å, forces in eV/Å.

The highest occupied orbital energy is -0.335 hartree. As for the SMILES: NCCCC[C@H](N)C(=O)O. Its molecular weight is 146.2 g mol⁻¹. The LUMO energy comes out at 0.4 eV. The relative energy (zero: lowest compared OMol25 entry of this formula, charge and spin) comes out at 0.9197 eV.